No. 1
Here is one molecule with the formula C5H8O at a distorted geometry from the OMol25 dataset. Energies are from ωB97M-V with the def2-TZVPD basis set.

CARTESIAN COORDINATES (ANGSTROEM)
C: -1.16370 -0.21566 1.93314
C: -0.11569 0.18801 1.20979
C: 0.75361 0.83391 -1.06349
C: 1.14373 -0.61862 -0.83686
C: -0.07975 -0.13803 -0.26877
O: -1.38938 -0.51620 -0.78322
H: -1.36465 -0.09867 2.97219
H: -1.91490 -0.71145 1.29203
H: 0.80183 0.68184 1.39589
H: 1.39717 1.55804 -0.50533
H: 0.36333 1.06473 -2.08140
H: 1.14727 -1.32560 -1.63869
H: 1.95896 -0.84103 -0.17825
H: -1.53784 0.13873 -1.44704

Summary:
- E_LUMO: 0.037 hartree
- Energy: -270.46978 Ha
- Frontier orbital gap: 10.31 eV
- SMILES: C=CC1(O)CC1

Here are the Mulliken charges for atoms 1 to 8, given in e:
1. C -0.788
2. C -0.187
3. C -0.759
4. C -0.584
5. C 0.760
6. O -0.551
7. H 0.307
8. H 0.237

No. 2
Here is an isolated ion of composition C4H12N2S and charge +1 at a distorted geometry from the OMol25 dataset. Energies are from ωB97M-V with the def2-TZVPD basis set.

CARTESIAN COORDINATES (ANGSTROEM)
N: -1.95487 -0.04574 1.19585
C: -0.76400 -0.01907 0.36306
C: 0.30066 -0.93921 0.94130
C: 1.66374 -0.96408 0.28020
S: 2.17176 0.83615 0.10116
C: -1.03969 -0.25029 -1.12288
N: -2.18175 0.45682 -1.66880
H: -2.79801 -0.05707 0.62977
H: -1.94699 0.62523 1.95710
H: -0.39652 1.03000 0.41490
H: 0.40133 -0.69519 2.00712
H: -0.07744 -1.97079 0.92655
H: 2.32676 -1.63439 0.81566
H: 1.57871 -1.16999 -0.78613
H: 3.38346 0.66946 -0.49545
H: -0.19707 0.16328 -1.66969
H: -1.14562 -1.31661 -1.32550
H: -3.11379 0.24698 -1.35911
H: -2.10737 1.45394 -1.72023

Summary:
- E_LUMO (alpha / beta): -0.118 / -0.319 hartree
- Energy: -666.95485 Ha
- Total charge: +1
- Frontier orbital gap (alpha / beta): 9.90 / 4.14 eV
- ⟨S²⟩: 0.756
- 2S+1: 2

Here are the Mulliken charges for atoms 1 to 8, given in e:
1. N -0.143
2. C 0.201
3. C -0.824
4. C -0.684
5. S -0.194
6. C -0.643
7. N -0.512
8. H 0.270

No. 3
Here is a 2-piece molecular cluster, CH5NOS2 overall at a distorted geometry from the OMol25 dataset. Energies are from ωB97M-V with the def2-TZVPD basis set.

CARTESIAN COORDINATES (ANGSTROEM)
C: 1.48481 -0.13907 -0.20401
N: 0.72268 0.84903 0.40412
O: -1.22876 -1.11652 -0.64353
S: -3.20062 1.02288 -0.08614
S: -1.52478 -0.04294 0.28400
H: 1.81917 -0.86688 0.65732
H: 0.96575 -0.69359 -0.94980
H: 2.34190 0.29903 -0.87599
H: 0.18217 1.40670 -0.23218
H: -1.56231 -0.71864 1.64621

Summary:
- E_LUMO (alpha / beta): -0.082 / -0.082 hartree
- Energy: -967.29245 Ha
- Frontier orbital gap (alpha / beta): 6.91 / 6.91 eV

Here are the Mulliken charges for atoms 1 to 8, given in e:
1. C -0.535
2. N -0.493
3. O -0.479
4. S -0.252
5. S 0.379
6. H 0.233
7. H 0.286
8. H 0.301

Energy relative to the best compared isomer or geometry (same formula, charge and spin) readings, ordered: 231.33 177.29 485.55 kJ/mol